Record 1
{"formula": "C4H2N2O4S", "method": "the ωB97M-V functional and the def2-TZVPD basis", "elements": ["S", "O", "O", "O", "O", "N", "N", "C", "C", "C", "C", "H", "H"], "xyz": [[-0.2099, 0.0523, 1.6488], [0.8162, -3.3310, 0.2865], [-1.2880, -0.5959, 2.2387], [1.1451, -0.1472, 2.1499], [-0.9270, 2.9524, -0.4999], [-0.4796, 1.4527, 1.0847], [0.0271, -1.0802, -0.0579], [0.4155, -2.2540, 0.0901], [-0.4999, 1.8637, -0.2025], [0.1985, -0.3113, -1.2130], [0.1156, 1.0093, -1.2376], [0.3025, 1.4531, -2.2727], [0.3839, -1.0639, -2.0150]], "homo_lumo_gap_ev": 8.979, "e_lumo_ev": -1.39, "energy_ha": -962.1860, "molar_mass_g_mol": 174.137}

***

Record 2
{"formula": "C19H49Cl2NO6", "method": "the ωB97M-V functional and the def2-TZVPD basis", "elements": ["Cl", "Cl", "O", "O", "O", "O", "O", "O", "N", "C", "C", "C", "C", "C", "C", "C", "C", "C", "C", "C", "C", "C", "C", "C", "C", "C", "C", "C", "H", "H", "H", "H", "H", "H", "H", "H", "H", "H", "H", "H", "H", "H", "H", "H", "H", "H", "H", "H", "H", "H", "H", "H", "H", "H", "H", "H", "H", "H", "H", "H", "H", "H", "H", "H", "H", "H", "H", "H", "H", "H", "H", "H", "H", "H", "H", "H", "H"], "xyz": [[0.4518, 1.7964, 3.7448], [-0.9913, -2.1679, 2.4266], [0.9853, -2.2412, 1.3028], [-2.4490, 0.9892, -3.9568], [-2.3967, -0.4455, -2.8973], [-1.2751, -4.4161, -2.1315], [0.8247, 5.2661, 1.2403], [-1.1816, -0.1291, 0.1651], [-2.0929, -2.2065, -1.7426], [0.9653, 4.0167, 3.3637], [0.1933, -3.4605, -0.7628], [-3.0010, -0.1380, -0.6616], [-3.3964, 2.4049, -2.4938], [-1.0450, 1.9945, -2.3896], [2.3251, -1.7737, 1.7626], [-2.5119, -0.9737, -1.8538], [0.9146, 0.9950, 0.5615], [0.6388, -0.9134, -1.1971], [-0.0263, 0.3189, -0.5150], [0.0617, -4.5334, -1.8218], [-0.4983, 0.3031, 3.6028], [2.0285, -0.7995, 2.9182], [2.1143, 3.1618, 1.3302], [0.9613, -4.2424, -2.9708], [1.6722, 4.4384, 2.0535], [-2.1832, 2.2164, -3.3593], [3.0396, -1.0754, 0.5401], [-0.3340, -0.4422, 2.2106], [1.4954, -1.0547, 3.8340], [2.5691, 4.9763, 2.3605], [2.0359, -4.2116, -2.7909], [3.0396, -1.7330, -0.3292], [-1.5114, 0.7008, 3.6627], [0.3853, 1.4566, 1.3952], [0.0096, 3.5662, 3.0957], [0.4275, -2.5096, 2.0366], [-0.0689, 2.0051, -2.8747], [1.6410, 1.7672, 0.3080], [-0.8598, 0.1400, 1.4538], [2.7815, 3.3466, 0.4883], [1.0137, -5.0049, -3.7480], [-1.0955, 1.0190, -1.9061], [1.3241, -1.5444, -0.6312], [3.9941, -0.6841, 0.8920], [-4.1637, 2.4811, -3.2641], [2.9446, -2.6202, 2.0590], [0.0088, -2.4695, -1.1776], [0.7182, -0.4405, 1.9261], [-0.2860, -0.2985, 4.4865], [-3.5326, 1.5529, -1.8277], [0.4133, 5.9152, 1.8156], [-0.9130, 2.7601, -1.6251], [2.4593, -0.2161, 0.2038], [-1.4243, -3.6250, -2.6545], [-0.1162, -1.5371, -1.6756], [3.0232, -0.5450, 3.2844], [1.6151, 0.1415, 2.5551], [1.0040, 4.8530, 4.0616], [0.2190, -5.5302, -1.4098], [1.4947, 3.1945, 3.8451], [-0.9725, -0.8729, 0.7348], [-3.3372, 3.3360, -1.9301], [-2.6837, 0.3480, -3.2820], [-2.5537, 0.8370, -0.8553], [1.2597, 2.6531, 0.8841], [-4.0627, 0.0428, -0.8293], [-0.5047, -3.6919, 0.0417], [2.7304, 2.5323, 1.9722], [1.3318, -0.4911, -1.9248], [1.1917, -3.5369, -0.3322], [-1.9525, -2.6141, -0.8292], [-0.3692, 1.0955, -1.1987], [-2.0759, 2.9551, -4.1537], [-1.7099, -2.6926, -2.5408], [1.3844, 0.1735, 1.1023], [-2.8054, -0.5320, 0.3357], [0.6902, -3.3365, -3.5131]], "homo_lumo_gap_ev": 7.873, "e_lumo_ev": 0.32, "energy_ha": -2178.8945, "molar_mass_g_mol": 458.508}

***

Record 3
{"formula": "C30H29N7O2RuS", "method": "the ωB97M-V functional and the def2-TZVPD basis", "elements": ["Ru", "S", "O", "O", "N", "N", "N", "N", "N", "N", "N", "C", "C", "C", "C", "C", "C", "C", "C", "C", "C", "C", "C", "C", "C", "C", "C", "C", "C", "C", "C", "C", "C", "C", "C", "C", "C", "C", "C", "C", "C", "H", "H", "H", "H", "H", "H", "H", "H", "H", "H", "H", "H", "H", "H", "H", "H", "H", "H", "H", "H", "H", "H", "H", "H", "H", "H", "H", "H", "H"], "xyz": [[0.6485, 0.7720, 1.3756], [0.3976, -0.5180, 3.4704], [2.1787, 1.8452, -0.9940], [1.2159, 2.4564, 2.4344], [2.5234, 0.2164, 1.9081], [-0.0718, -0.8737, 0.3096], [2.9779, -0.7103, 2.5754], [2.0301, 1.2267, 0.0037], [-0.8467, -1.8991, -1.6371], [2.3375, -2.1608, 4.2384], [-0.9085, 0.3898, -1.4673], [-3.5583, -1.6075, -4.1455], [4.6781, 3.0588, 1.3787], [-1.2138, 3.0441, 1.0887], [1.9350, -1.1909, 3.4443], [-1.5607, -1.8990, -2.8746], [4.8753, 4.3154, 1.8996], [-2.8780, -1.9368, -5.3049], [-1.5302, -2.2649, -5.2515], [-2.2941, 3.7219, -0.9407], [1.4665, -2.7329, 0.5360], [-2.9259, -1.5958, -2.9034], [3.8432, 4.9141, 2.6288], [-0.3690, -4.1577, 2.0182], [-2.0945, -2.3366, 1.8321], [2.6376, 4.2799, 2.8144], [0.8793, -4.7025, 1.7615], [-3.7109, -1.2842, -1.6594], [3.4641, 2.3920, 1.5728], [-1.9182, 2.5507, -1.5770], [3.2574, 1.0481, 0.9651], [-1.1992, 1.6078, -0.8257], [-0.6006, -0.7916, -0.8891], [1.8055, -3.9886, 1.0139], [0.2081, -2.1918, 0.7923], [-1.9728, 3.9592, 0.3946], [-0.8714, -2.2348, -4.0358], [2.3968, 3.0022, 2.2699], [-0.7354, -2.9008, 1.5394], [-2.2629, 2.3101, -3.0215], [-0.7930, 1.8420, 0.4930], [3.3035, -2.4506, 4.2249], [-3.2517, -1.7210, -0.7743], [-4.6158, -1.3773, -4.1906], [2.1748, -2.1568, -0.0494], [-2.4370, -2.6511, 2.8171], [-2.8491, 4.4631, -1.5020], [-0.3866, -2.7483, -1.3494], [-0.9138, 3.2573, 2.1057], [5.4694, 2.5726, 0.8206], [1.1246, -5.6851, 2.1417], [-4.7233, -1.6759, -1.7462], [3.9986, 5.8985, 3.0513], [-1.3730, 2.1264, -3.6304], [0.1852, -2.4635, -3.9721], [-3.7905, -0.2086, -1.4844], [-2.9358, 1.4589, -3.1576], [5.8137, 4.8301, 1.7534], [-3.4027, -1.9488, -6.2505], [-1.0857, -4.7191, 2.6056], [2.7815, -4.4047, 0.8022], [-2.8274, -2.6968, 1.1062], [-2.2931, 4.8765, 0.8701], [-2.7627, 3.1819, -3.4383], [-2.0974, -1.2472, 1.7933], [-1.2325, 0.3103, -2.4202], [1.6990, -2.5925, 4.8863], [4.1497, 0.5890, 0.5387], [1.8309, 4.7409, 3.3683], [-0.9938, -2.5325, -6.1511]], "homo_lumo_gap_ev": [5.894, 5.729], "e_lumo_ev": [-4.37, -4.50], "charge": 1, "energy_ha": -2187.1768, "multiplicity": 2, "molar_mass_g_mol": 652.746}